Entry 1:
{"formula": "C10H9BrNO2S", "method": "ωB97M-V with the def2-TZVPD basis set", "e_lumo_ha": 0.105, "smiles": "[N-]=C=CC[C@@H](Br)S(=O)(=O)c1ccccc1", "largest_force_ev_per_a": 3.26, "total_charge": -1, "homo_ev": -2.5083, "homo_lumo_gap_ev": 5.361, "species": ["N", "C", "C", "C", "C", "Br", "S", "O", "O", "C", "C", "C", "C", "C", "C", "H", "H", "H", "H", "H", "H", "H", "H", "H"], "coordinates": [[4.138, -1.536, -2.147], [3.048, -1.908, -1.932], [1.795, -2.395, -1.693], [0.605, -1.592, -1.231], [-0.095, -1.911, 0.105], [1.207, -1.927, 1.537], [-1.748, -1.017, 0.669], [-2.639, -1.069, -0.497], [-2.292, -1.345, 1.959], [-1.121, 0.675, 0.687], [-0.820, 1.221, 1.922], [-0.236, 2.489, 1.956], [0.006, 3.179, 0.768], [-0.407, 2.651, -0.466], [-1.034, 1.405, -0.504], [1.553, -3.427, -1.919], [-0.242, -1.956, -1.817], [0.952, -0.538, -1.205], [-0.438, -2.960, 0.125], [-1.029, 0.635, 2.818], [0.043, 2.934, 2.903], [0.482, 4.153, 0.777], [-0.263, 3.224, -1.379], [-1.468, 1.015, -1.436]], "forces_ev_per_a": [[0.00, 0.13, -0.06], [0.56, 0.17, 0.20], [-1.69, -0.60, 0.88], [0.29, 0.09, -0.33], [-0.30, -1.40, 1.81], [0.02, 0.38, 0.72], [0.86, 1.31, -2.85], [0.71, -0.47, 0.92], [0.56, -0.41, 0.13], [-0.88, -0.23, 0.16], [0.48, 0.17, -0.07], [-0.03, 0.02, -0.22], [-0.26, -0.33, -0.31], [-0.22, -0.14, 0.53], [0.19, -0.07, -0.10], [0.36, -0.05, -0.14], [-0.22, 1.27, -1.13], [-1.01, -0.28, -0.47], [-0.03, 0.37, -0.28], [0.21, 0.24, -0.22], [-0.02, -0.01, -0.01], [0.01, -0.06, 0.13], [-0.06, -0.12, 0.17], [0.47, 0.01, 0.55]], "mulliken_charge": [-0.68, 0.31, -0.83, -0.34, -0.46, -0.15, 1.17, -0.67, -0.63, 0.31, -0.41, -0.43, -0.44, -0.41, -0.49, 0.26, 0.19, 0.27, 0.55, 0.40, 0.37, 0.36, 0.37, 0.38]}

***

Entry 2:
{"formula": "C10H9Cl2N2O3OsS", "method": "ωB97M-V with the def2-TZVPD basis set", "e_lumo_ha": [-0.123, -0.234], "s_squared": 6.026, "spin_multiplicity": 5, "relative_energy_kj_mol": 0.0, "largest_force_ev_per_a": 0.63, "total_charge": 1, "homo_ev": [-12.3938, -12.6464], "homo_lumo_gap_ev": [9.040, 6.272], "species": ["Os", "N", "C", "C", "O", "N", "C", "C", "O", "O", "H", "H", "H", "H", "H", "H", "Cl", "C", "C", "C", "C", "C", "Cl", "C", "S", "H", "H", "H"], "coordinates": [[-1.156, 0.105, -0.301], [-0.523, -0.452, -2.292], [-0.873, -1.888, -2.526], [-2.095, -2.281, -1.711], [-2.825, -3.179, -2.017], [-2.210, -1.518, -0.546], [-3.277, -1.759, 0.418], [-3.536, -0.447, 1.138], [-4.530, -0.204, 1.732], [-2.490, 0.440, 1.069], [-1.075, 0.132, -2.920], [0.447, -0.271, -2.541], [-0.040, -2.499, -2.178], [-1.043, -2.099, -3.578], [-2.950, -2.473, 1.179], [-4.178, -2.145, -0.049], [0.948, -0.808, 1.056], [1.963, 0.619, 1.180], [3.174, 0.451, 1.808], [4.013, 1.550, 1.931], [3.636, 2.783, 1.429], [2.412, 2.932, 0.800], [1.985, 4.482, 0.193], [1.530, 1.845, 0.660], [-0.021, 2.123, -0.081], [3.458, -0.516, 2.199], [4.968, 1.437, 2.426], [4.286, 3.641, 1.523]], "forces_ev_per_a": [[-0.31, 0.52, 0.18], [0.01, -0.10, -0.04], [0.06, 0.12, 0.02], [0.01, 0.05, 0.33], [-0.09, -0.09, 0.00], [-0.06, -0.14, -0.20], [0.36, -0.02, -0.12], [-0.18, -0.04, 0.04], [-0.06, 0.11, 0.16], [0.40, -0.02, -0.24], [0.07, -0.01, -0.04], [0.00, 0.00, 0.08], [0.03, -0.02, -0.03], [-0.02, 0.02, -0.04], [-0.04, -0.10, -0.04], [-0.05, 0.02, -0.07], [-0.01, -0.13, 0.06], [-0.03, 0.14, -0.07], [0.06, -0.06, 0.04], [0.03, 0.01, 0.01], [0.07, -0.01, 0.04], [0.00, -0.01, 0.00], [-0.02, 0.00, -0.01], [0.04, -0.09, 0.02], [-0.26, -0.19, -0.07], [-0.01, 0.02, -0.01], [-0.01, 0.01, -0.01], [-0.01, -0.01, 0.00]], "mulliken_spin": [2.77, 0.03, 0.00, -0.03, 0.10, 0.25, 0.00, -0.01, 0.04, 0.16, 0.00, 0.01, 0.00, 0.00, 0.01, 0.00, 0.12, 0.08, -0.02, 0.06, -0.03, 0.06, 0.01, -0.01, 0.42, 0.00, 0.00, 0.00]}

***

Entry 3:
{"formula": "C10H9Cl2NS", "method": "ωB97M-V with the def2-TZVPD basis set", "e_lumo_ha": [-0.025, -0.021], "relative_energy_kj_mol": 129.3, "largest_force_ev_per_a": 4.91, "total_charge": 0, "homo_ev": [-7.6182, -8.6275], "homo_lumo_gap_ev": [6.941, 8.052], "species": ["C", "C", "C", "C", "C", "C", "C", "C", "C", "C", "N", "S", "Cl", "Cl", "H", "H", "H", "H", "H", "H", "H", "H", "H"], "coordinates": [[2.925, 0.275, 1.039], [3.506, -0.778, 0.394], [1.540, 0.405, 1.126], [2.716, -1.687, -0.317], [0.734, -0.477, 0.394], [1.309, -1.469, -0.353], [-1.863, 2.049, -0.658], [-2.028, 1.444, -2.005], [-1.794, -0.006, 0.017], [-2.201, -0.747, 1.288], [-1.735, 1.310, 0.357], [-2.209, -0.400, -1.648], [0.392, -2.645, -1.254], [-3.942, -0.343, 1.391], [3.658, 0.880, 1.653], [4.648, -0.668, 0.351], [0.972, 1.040, 1.616], [3.145, -2.497, -0.942], [-1.813, 3.125, -0.534], [-2.899, 1.660, -2.657], [-1.165, 1.554, -2.520], [-1.855, -0.262, 2.194], [-2.041, -1.765, 1.070]], "forces_ev_per_a": [[0.30, 1.21, 2.38], [1.67, -0.15, -1.41], [1.19, -3.52, -3.09], [-0.15, 0.25, -0.59], [-0.63, 0.29, -0.42], [1.45, -0.83, 0.37], [-0.60, 1.37, -0.54], [-3.07, -2.15, 0.92], [1.87, -1.41, 2.33], [-0.52, 1.02, -2.04], [0.52, 1.00, -0.56], [0.35, 1.30, 0.82], [-0.26, -0.04, -0.08], [-1.08, -0.50, 0.24], [-1.33, -0.21, -0.79], [-1.82, -1.09, -0.07], [-1.73, 3.68, 2.75], [-0.30, 0.60, 0.63], [0.00, 0.10, -0.12], [0.49, 0.57, 0.69], [2.79, 0.49, -1.94], [0.91, -0.54, -0.34], [-0.03, -1.43, 0.84]], "mulliken_charge": [-0.40, -0.35, -0.67, -0.42, -0.01, 0.45, -0.22, -0.65, 0.34, -0.50, -0.37, -0.07, -0.22, -0.20, 0.25, 0.24, 0.62, 0.33, 0.40, 0.38, 0.31, 0.31, 0.44]}

***

Entry 4:
{"formula": "C10H9Cl2O3RuS3Sb", "method": "ωB97M-V with the def2-TZVPD basis set", "e_lumo_ha": [0.059, 0.060], "s_squared": 1.129, "spin_multiplicity": 2, "largest_force_ev_per_a": 3.31, "total_charge": -1, "homo_ev": [-3.5995, -3.6138], "homo_lumo_gap_ev": [5.196, 5.250], "species": ["Ru", "S", "Sb", "S", "S", "Cl", "C", "C", "C", "Cl", "C", "O", "C", "C", "O", "C", "H", "H", "H", "C", "O", "C", "C", "H", "H", "H", "H", "H", "H"], "coordinates": [[-0.455, -0.476, 1.474], [-2.036, -0.258, 5.772], [-1.916, -1.898, 4.192], [-2.640, -0.751, 2.066], [0.396, -1.727, 3.292], [3.327, 4.244, -2.751], [2.725, 2.977, -1.731], [3.341, 1.732, -1.798], [2.874, 0.723, -0.976], [3.674, -0.808, -0.996], [1.800, 0.894, -0.070], [1.471, -0.054, 0.722], [1.143, 2.186, -0.090], [-0.029, 2.425, 0.664], [-0.620, 1.643, 1.458], [1.658, 3.217, -0.903], [4.163, 1.545, -2.471], [-0.521, 3.399, 0.505], [1.206, 4.197, -0.858], [-2.564, -1.481, -1.700], [-1.351, -1.138, -1.022], [-0.843, -1.894, -0.053], [-1.435, -3.256, 0.180], [-3.349, -1.746, -0.988], [-2.396, -2.308, -2.395], [-2.864, -0.594, -2.255], [-1.543, -3.791, -0.767], [-2.426, -3.179, 0.648], [-0.791, -3.825, 0.849]], "forces_ev_per_a": [[-0.13, -3.08, -1.20], [-0.03, -0.22, -0.08], [-0.03, 0.23, 0.28], [0.15, 0.07, 0.35], [-0.68, 0.55, -1.39], [0.14, 0.31, -0.20], [-0.41, 0.57, 0.13], [-0.54, -0.91, 0.78], [0.96, 0.42, -0.78], [0.00, -0.12, -0.04], [-0.97, -0.25, 1.36], [0.58, 0.70, -0.74], [0.78, -0.63, -0.44], [-1.14, -0.69, 1.09], [0.63, 1.48, -1.14], [0.07, -0.34, -0.08], [0.07, 0.03, -0.03], [0.21, 0.01, 0.13], [-0.07, 0.10, -0.11], [-0.21, -0.34, -0.16], [0.49, -0.14, -0.03], [-0.90, 1.68, 2.66], [0.73, 0.11, -0.53], [0.14, 0.06, 0.02], [0.00, 0.08, 0.06], [0.09, -0.03, 0.05], [-0.01, -0.12, -0.03], [0.09, 0.36, 0.05], [-0.02, 0.12, 0.01]], "mulliken_spin": [1.13, 0.01, 0.03, 0.08, 0.08, 0.00, 0.00, 0.00, 0.01, 0.00, 0.00, 0.01, -0.01, 0.01, 0.05, 0.00, 0.00, 0.00, 0.00, -0.01, 0.00, -0.33, -0.03, 0.00, 0.00, 0.00, 0.00, -0.01, 0.00]}

***

Entry 5:
{"formula": "C10H9Cl3O", "method": "ωB97M-V with the def2-TZVPD basis set", "e_lumo_ha": 0.009, "smiles": "C[C@@](Cl)(c1ccccc1)C(Cl)(Cl)C=O", "relative_energy_kj_mol": 0.0, "largest_force_ev_per_a": 3.44, "total_charge": 0, "homo_ev": -9.2629, "homo_lumo_gap_ev": 9.498, "species": ["C", "C", "Cl", "C", "C", "C", "C", "C", "C", "C", "Cl", "Cl", "C", "O", "H", "H", "H", "H", "H", "H", "H", "H", "H"], "coordinates": [[1.766, -0.866, 1.705], [1.350, -0.699, 0.205], [1.914, -2.159, -0.653], [-0.019, -0.267, -0.127], [-0.831, 0.504, 0.753], [-2.066, 1.013, 0.397], [-2.563, 0.821, -0.898], [-1.781, 0.055, -1.764], [-0.589, -0.463, -1.371], [2.585, 0.593, -0.336], [2.046, 2.070, 0.438], [4.189, 0.108, 0.112], [2.311, 0.693, -1.796], [1.726, 1.684, -2.181], [2.771, -1.351, 1.749], [1.981, 0.161, 2.138], [1.038, -1.359, 2.388], [-0.281, 0.922, 1.547], [-2.510, 1.693, 1.080], [-3.502, 1.224, -1.316], [-2.205, -0.268, -2.699], [-0.170, -1.075, -2.119], [2.762, -0.142, -2.382]], "forces_ev_per_a": [[0.47, 1.10, 0.34], [3.01, 1.05, 1.30], [-0.42, -0.19, -0.21], [-1.72, 0.92, 0.14], [1.51, -0.45, -1.42], [0.30, 0.16, -1.06], [0.09, -0.32, -0.26], [-1.84, 0.42, 0.68], [0.60, -0.75, -0.19], [-2.76, -1.54, 1.28], [0.48, 0.17, 0.41], [0.20, 0.06, -0.28], [0.54, 1.67, -0.30], [0.44, -1.75, -0.90], [-1.10, 0.03, -0.03], [-0.59, -1.07, -0.42], [0.38, 0.11, -0.87], [-0.07, 0.12, 1.58], [-0.64, 0.36, 0.48], [0.51, -0.11, 0.80], [0.12, 0.27, -0.41], [1.08, -0.74, -0.49], [-0.60, 0.49, -0.18]], "mulliken_charge": [-1.32, 0.65, -0.12, 0.24, -0.34, -0.84, -0.33, -0.78, -0.17, 0.57, -0.09, -0.10, -0.15, -0.46, 0.39, 0.34, 0.32, 0.34, 0.40, 0.35, 0.37, 0.40, 0.34]}

***

Entry 6:
{"formula": "C10H9ClN", "method": "ωB97M-V with the def2-TZVPD basis set", "e_lumo_ha": -0.142, "relative_energy_kj_mol": 307.4, "largest_force_ev_per_a": 6.04, "total_charge": 1, "homo_ev": -12.7004, "homo_lumo_gap_ev": 8.827, "species": ["C", "C", "C", "C", "C", "C", "C", "C", "C", "C", "N", "Cl", "H", "H", "H", "H", "H", "H", "H", "H", "H"], "coordinates": [[1.643, -2.033, 1.021], [0.713, -1.202, 1.620], [1.835, -2.168, -0.377], [0.173, -0.214, 0.739], [0.511, -0.225, -0.582], [1.268, -1.181, -1.232], [-2.089, 0.591, 0.296], [-1.984, 0.830, -1.041], [-0.827, 1.032, 1.013], [-0.664, 1.396, -1.229], [-0.336, 2.051, 0.059], [1.565, -0.982, -2.864], [2.005, -2.874, 1.470], [0.628, -1.192, 2.617], [2.544, -2.851, -0.648], [-2.882, 0.090, 0.762], [-2.663, 0.704, -1.800], [-0.858, 1.438, 1.947], [-0.071, 1.623, -2.195], [-1.095, 2.726, 0.138], [0.585, 2.442, 0.286]], "forces_ev_per_a": [[-1.87, -0.13, -2.77], [0.67, 1.88, -4.53], [-1.76, 3.79, 1.17], [0.25, 0.32, 0.85], [-2.01, 1.64, -0.29], [0.32, -0.12, 2.07], [0.20, 1.24, -1.21], [1.50, 0.79, 3.26], [0.65, -3.71, -2.77], [4.90, -3.13, -1.66], [-1.22, 0.48, -0.41], [0.35, -0.28, -1.43], [1.28, -1.66, 2.11], [-0.76, 0.04, 3.57], [1.41, -1.79, -1.31], [-0.93, -0.49, 0.72], [-1.38, -0.71, -1.50], [-0.31, 0.66, 2.68], [-1.56, 0.38, 1.86], [0.35, 1.11, 0.14], [-0.10, -0.29, -0.57]], "mulliken_charge": [-0.57, -1.02, -0.31, 0.22, 0.12, 0.10, -0.70, -0.57, -0.06, -0.22, -0.22, -0.19, 0.42, 0.55, 0.50, 0.47, 0.55, 0.72, 0.48, 0.37, 0.34]}

***

Entry 7:
{"formula": "C10H9CoNO4", "method": "ωB97M-V with the def2-TZVPD basis set", "e_lumo_ha": [-0.455, -0.591], "s_squared": 6.038, "spin_multiplicity": 5, "largest_force_ev_per_a": 14.92, "total_charge": 3, "homo_ev": [-22.0705, -21.8439], "homo_lumo_gap_ev": [9.686, 5.753], "species": ["Co", "C", "O", "C", "O", "C", "O", "C", "O", "H", "H", "C", "C", "C", "C", "N", "C", "C", "H", "H", "H", "H", "H", "H", "H"], "coordinates": [[0.092, -0.554, -2.860], [0.094, 1.329, -2.680], [0.069, 2.457, -2.635], [0.120, -1.260, -4.429], [0.145, -1.825, -5.448], [-1.554, -0.507, -2.301], [-2.659, -0.513, -2.008], [1.693, -0.467, -2.236], [2.834, -0.531, -1.890], [0.084, -2.607, -1.539], [0.074, -2.860, -2.205], [-0.135, 0.960, 4.131], [-0.089, 0.631, 2.677], [0.765, 1.319, 1.793], [0.773, 0.977, 0.441], [-0.032, 0.046, -0.045], [-0.833, -0.616, 0.779], [-0.907, -0.380, 2.152], [0.873, 0.842, 4.548], [-0.377, 2.026, 4.221], [-0.871, 0.326, 4.654], [1.461, 2.118, 2.064], [1.444, 1.469, -0.260], [-1.455, -1.387, 0.356], [-1.608, -0.993, 2.721]], "forces_ev_per_a": [[-0.48, 1.39, 1.68], [-0.28, 5.23, -1.22], [0.10, -2.11, 0.23], [0.29, -5.46, -11.24], [-0.15, 3.05, 5.48], [-9.09, -1.25, 3.02], [3.39, 0.32, -0.98], [13.90, -2.05, 5.01], [-7.79, 0.88, -2.45], [0.05, 0.53, 1.42], [-0.03, -0.70, -1.49], [-0.21, -0.39, -0.72], [-1.55, -1.16, 2.05], [0.99, 1.05, 0.65], [-0.73, -1.27, -2.48], [2.02, 1.67, -1.46], [-1.07, -0.76, 1.83], [0.40, 0.36, -0.47], [0.01, 0.03, 0.19], [-0.03, 0.09, 0.24], [0.45, 0.44, -0.11], [-0.33, -0.18, 0.50], [-0.01, 0.10, 0.27], [-0.18, -0.21, -0.15], [0.33, 0.38, 0.16]], "mulliken_spin": [2.48, 0.06, 0.01, -0.06, 0.10, 0.06, 0.04, 0.04, 0.07, 0.02, 0.03, 0.02, 0.21, 0.30, 0.27, 0.13, 0.18, -0.02, 0.02, 0.02, 0.00, 0.00, 0.01, 0.00, 0.00]}

***

Entry 8:
{"formula": "C10H9CsF5N3O8P2S", "method": "ωB97M-V with the def2-TZVPD basis set", "e_lumo_ha": 0.137, "relative_energy_kj_mol": 0.0, "largest_force_ev_per_a": 0.27, "total_charge": -2, "homo_ev": -3.0953, "homo_lumo_gap_ev": 6.814, "species": ["Cs", "O", "P", "O", "O", "O", "P", "O", "O", "O", "H", "H", "F", "C", "C", "F", "C", "F", "C", "O", "C", "F", "C", "F", "C", "C", "C", "N", "N", "C", "N", "S", "H", "H", "H", "H", "H", "H", "H"], "coordinates": [[1.778, -1.782, -0.064], [4.713, -1.051, 1.408], [5.074, -2.644, 1.171], [6.514, -2.877, 1.427], [4.395, -2.955, -0.121], [4.260, -3.331, 2.402], [2.701, -3.533, 2.812], [2.913, -3.939, 4.381], [2.114, -4.684, 2.087], [2.013, -2.197, 2.778], [5.029, -0.793, 2.280], [3.003, -3.111, 4.866], [-0.009, 7.958, -1.834], [0.051, 6.605, -1.786], [0.779, 5.889, -2.720], [1.429, 6.559, -3.694], [0.849, 4.512, -2.670], [1.573, 3.885, -3.618], [0.190, 3.730, -1.681], [0.254, 2.466, -1.631], [-0.539, 4.523, -0.749], [-1.204, 3.887, 0.247], [-0.608, 5.898, -0.795], [-1.321, 6.572, 0.132], [-4.296, -4.043, 0.446], [-4.353, -3.165, -0.803], [-3.303, -2.101, -0.823], [-2.442, -1.971, -1.765], [-1.525, -0.966, -1.566], [-1.741, -0.319, -0.453], [-0.988, 0.699, 0.008], [-3.108, -0.940, 0.456], [-5.052, -4.829, 0.399], [-4.474, -3.459, 1.350], [-3.316, -4.512, 0.543], [-5.343, -2.708, -0.892], [-4.191, -3.764, -1.700], [-0.511, 1.336, -0.669], [-1.306, 1.155, 0.845]], "forces_ev_per_a": [[-0.06, 0.07, -0.04], [0.03, -0.06, 0.05], [-0.22, 0.07, -0.04], [0.01, 0.00, -0.01], [0.05, -0.06, -0.08], [0.10, -0.05, 0.17], [0.07, 0.03, -0.08], [-0.05, 0.01, 0.04], [-0.04, -0.01, -0.03], [0.06, 0.05, 0.05], [-0.03, 0.05, -0.01], [-0.01, -0.05, -0.01], [-0.01, -0.01, -0.01], [-0.02, 0.01, 0.05], [0.02, -0.06, -0.01], [0.00, 0.01, 0.00], [-0.04, 0.08, -0.03], [0.00, -0.01, 0.01], [-0.04, -0.04, 0.14], [0.05, 0.02, -0.09], [0.00, -0.03, -0.01], [0.01, 0.00, -0.02], [0.03, 0.03, -0.03], [0.00, -0.01, 0.00], [0.01, 0.00, 0.00], [-0.03, 0.01, -0.04], [-0.08, -0.08, 0.00], [0.24, -0.02, -0.07], [-0.23, -0.03, 0.14], [0.02, 0.03, -0.01], [0.04, -0.03, -0.03], [0.11, 0.06, 0.00], [0.00, 0.00, 0.00], [0.00, -0.01, 0.00], [0.00, 0.00, 0.00], [0.00, -0.01, 0.02], [-0.01, 0.01, 0.00], [0.01, 0.02, 0.00], [-0.01, 0.03, 0.00]], "mulliken_charge": [1.01, -0.43, 0.64, -0.74, -0.72, 0.01, 0.59, -0.55, -0.67, -0.73, 0.27, 0.29, -0.35, 0.63, 0.10, -0.32, 0.16, -0.33, 0.37, -0.88, 0.31, -0.36, -0.13, -0.33, -1.08, -0.25, 0.35, -0.48, -0.33, 0.44, -0.15, -0.29, 0.33, 0.32, 0.33, 0.24, 0.23, 0.36, 0.18]}